Entry 1:
{
  "formula": "C4H8N2O2",
  "method": "ωB97M-V/def2-TZVPD",
  "orbital_gap_ev": 5.0,
  "homo_ev": -8.94,
  "de_lowest_kcal_mol": 201.9,
  "lumo_energy_ev": -3.97,
  "elements": ["C", "C", "C", "O", "N", "C", "N", "O", "H", "H", "H", "H", "H", "H", "H", "H"],
  "coordinates": [[0.07499, 0.24065, -1.48136], [-1.08385, 0.85208, -0.84065], [-1.95915, 0.03317, -0.07246], [-2.70196, 0.44058, 0.86586], [1.13204, -0.47560, -0.67982], [1.59395, -0.09278, 0.69432], [0.34564, -0.22414, 1.76177], [2.70307, -0.63603, 0.98876], [-0.40119, -0.61042, -1.99323], [0.46670, -1.06899, 2.41402], [-1.27977, 1.88755, -0.37943], [0.50622, 0.98053, -2.17816], [-1.91949, -1.13584, -0.38603], [1.58648, -1.35418, -1.04203], [1.51425, 1.01990, 0.63907], [-0.57794, 0.14354, 1.68938]]
}

Entry 2:
{
  "formula": "C4H8N2O2",
  "method": "ωB97M-V/def2-TZVPD",
  "orbital_gap_ev": [7.4, 8.6],
  "homo_ev": [-7.77, -8.89],
  "de_lowest_kcal_mol": 177.7,
  "lumo_energy_ev": [-0.36, -0.34],
  "elements": ["C", "C", "N", "C", "C", "O", "N", "O", "H", "H", "H", "H", "H", "H", "H", "H"],
  "coordinates": [[0.68003, 0.13396, -0.31995], [-0.07050, -2.12424, 1.05877], [-0.70482, 0.28823, -0.27269], [-0.03024, -1.52136, -0.31392], [0.26728, 2.65854, -1.08716], [-1.02889, 0.68326, 1.04538], [1.37644, 2.23474, -0.77999], [-0.12805, -2.07912, -1.35942], [-1.99090, 0.59441, 1.06857], [1.28629, 0.27174, 0.56416], [1.12698, 0.09370, -1.29847], [-0.87025, -2.86568, 1.08829], [0.87889, -2.64000, 1.21912], [-0.21218, -1.38076, 1.83725], [-0.63614, 1.95773, -1.07076], [0.05607, 3.69485, -1.37917]]
}

Entry 3:
{
  "formula": "C4H8N2O2",
  "method": "ωB97M-V/def2-TZVPD",
  "orbital_gap_ev": 7.9,
  "homo_ev": -8.48,
  "smiles": "NC(=O)CO.C=C=N",
  "de_lowest_kcal_mol": 134.1,
  "lumo_energy_ev": -0.57,
  "elements": ["N", "C", "O", "C", "O", "H", "H", "H", "H", "H", "C", "C", "N", "H", "H", "H"],
  "coordinates": [[1.20406, 1.17385, -0.65168], [0.99295, -0.15137, -0.21061], [2.01248, -0.87268, -0.21184], [0.14243, -0.12330, 1.36392], [0.56665, -1.30331, 1.98484], [2.07067, 1.56832, -0.31051], [0.37371, 1.75667, -0.63377], [-0.92740, -0.08981, 1.62021], [0.47277, 0.69838, 2.01700], [1.10151, -1.81822, 1.34758], [-0.57977, -0.78403, -1.40207], [-1.55610, 0.03313, -0.88034], [-2.13812, 1.04264, -0.62817], [-0.39788, -0.67630, -2.46984], [-0.71760, -1.82635, -1.13417], [-2.62038, 1.37239, 0.19947]]
}

Entry 4:
{
  "formula": "C4H8N2O2",
  "method": "ωB97M-V/def2-TZVPD",
  "orbital_gap_ev": 10.6,
  "homo_ev": -9.83,
  "smiles": "NC(=O)C1(N)COC1",
  "de_lowest_kcal_mol": 127.6,
  "lumo_energy_ev": 0.79,
  "elements": ["N", "C", "O", "C", "N", "C", "O", "C", "H", "H", "H", "H", "H", "H", "H", "H"],
  "coordinates": [[-0.69423, -1.76777, -0.05090], [-1.10865, -0.54753, -0.03418], [-2.24769, -0.23278, 0.03490], [-0.04657, 0.55889, 0.06374], [-0.80561, 1.90194, 0.15658], [1.01903, 0.51557, -1.01292], [1.53326, -0.71780, -0.13120], [1.02688, -0.04151, 1.08583], [-1.53663, -2.34681, -0.56146], [0.38810, -1.93291, -0.23045], [-1.58305, 1.47474, 0.93509], [-1.49219, 1.82023, -0.84126], [0.86572, 0.10422, -1.95359], [1.78096, 1.40102, -0.88076], [2.00237, 0.61380, 1.56887], [0.89830, -0.80328, 1.85172]]
}

Entry 5:
{
  "formula": "C4H8N2O2",
  "method": "ωB97M-V/def2-TZVPD",
  "orbital_gap_ev": 9.6,
  "homo_ev": -8.99,
  "de_lowest_kcal_mol": 54.6,
  "lumo_energy_ev": 0.64,
  "elements": ["C", "C", "C", "N", "C", "O", "O", "N", "H", "H", "H", "H", "H", "H", "H", "H"],
  "coordinates": [[-1.07524, 0.96072, -1.05150], [-0.05815, 0.41263, 1.23165], [-0.37776, -0.04130, -0.15419], [1.77625, -1.32248, -0.31037], [1.23825, 0.01921, -0.22830], [-0.85652, 0.57171, 2.28094], [-1.02296, -1.33764, -0.26622], [1.22087, 0.49697, 1.15617], [-0.29460, 0.77902, 3.04750], [-1.67829, -1.35043, 0.45387], [1.05634, -2.02923, -0.14368], [2.17038, -1.54207, -1.22057], [1.67313, 0.73145, -0.93604], [-2.13824, 1.03442, -0.79770], [-1.00147, 0.65950, -2.10144], [-0.63198, 1.95753, -0.96012]]
}

Entry 6:
{
  "formula": "C4H8N2O2",
  "method": "ωB97M-V/def2-TZVPD",
  "orbital_gap_ev": 10.5,
  "homo_ev": -9.94,
  "smiles": "NC(=O)CCNC=O",
  "de_lowest_kcal_mol": 29.2,
  "lumo_energy_ev": 0.54,
  "elements": ["N", "C", "O", "C", "C", "N", "C", "O", "H", "H", "H", "H", "H", "H", "H", "H"],
  "coordinates": [[0.43918, 2.06938, -0.82408], [-0.62018, 1.17211, -1.03053], [-1.71760, 1.66650, -1.39861], [-0.43569, -0.38202, -1.22194], [0.41443, -0.96630, -0.12971], [-0.27898, -0.77343, 1.13888], [0.25983, -0.95443, 2.36871], [1.40185, -1.07884, 2.65735], [0.34286, 3.02232, -1.23793], [1.44716, 1.62945, -0.86192], [-0.02291, -0.59322, -2.24618], [-1.44171, -0.82788, -1.14218], [1.33898, -0.35333, -0.08790], [0.61103, -2.05074, -0.21102], [-1.25139, -0.85431, 1.09023], [-0.48686, -0.72527, 3.13683]]
}

Entry 7:
{
  "formula": "C4H8N2O2",
  "method": "ωB97M-V/def2-TZVPD",
  "orbital_gap_ev": [8.7, 7.3],
  "homo_ev": [-8.24, -7.63],
  "de_lowest_kcal_mol": 163.0,
  "lumo_energy_ev": [0.42, -0.33],
  "elements": ["C", "C", "C", "O", "N", "H", "H", "H", "H", "H", "C", "O", "N", "H", "H", "H"],
  "coordinates": [[-0.58976, -0.00997, 0.92181], [-1.08723, 0.90384, -0.15166], [-0.53564, 0.49664, 2.22606], [-1.06087, -1.29275, 0.78286], [-1.54850, 0.37291, -1.20177], [-1.34767, -1.37323, -0.14424], [-1.98244, 1.02662, -1.84846], [-1.01077, 1.97679, 0.04088], [-0.46966, -0.17916, 3.06246], [-0.42958, 1.55539, 2.39603], [1.89414, -0.53980, -1.90520], [1.15585, -0.15244, 0.56375], [2.21761, -0.93994, -0.77251], [1.32145, -1.06357, 0.87410], [2.30943, -1.05050, -2.78011], [1.16364, 0.26917, -2.06402]]
}

Entry 8:
{
  "formula": "C4H8N2O2",
  "method": "ωB97M-V/def2-TZVPD",
  "orbital_gap_ev": [7.6, 7.0],
  "homo_ev": [-7.73, -7.23],
  "de_lowest_kcal_mol": 163.8,
  "lumo_energy_ev": [-0.13, -0.26],
  "elements": ["C", "N", "C", "C", "N", "C", "O", "O", "H", "H", "H", "H", "H", "H", "H", "H"],
  "coordinates": [[0.45607, -1.24514, 1.23478], [0.18810, 0.12478, 0.80393], [-0.85889, 0.77985, 0.61710], [0.12998, 0.15915, -1.30025], [0.90333, 1.16825, -1.76392], [-0.52306, -0.80481, -1.91676], [-0.51074, 0.53123, 2.81352], [-1.62967, 1.62730, 0.37959], [-0.25752, 1.44577, 3.00605], [1.67728, 1.46220, -1.18543], [0.45757, 1.85808, -2.35410], [0.75115, -1.83603, 0.36731], [-0.42058, -1.67860, 1.71021], [1.25047, -1.18208, 1.97082], [-1.23388, -1.43661, -1.40069], [-0.37960, -0.97333, -2.98218]]
}

Entry 9:
{
  "formula": "C4H8N2O3",
  "method": "ωB97M-V/def2-TZVPD",
  "orbital_gap_ev": 9.4,
  "homo_ev": -8.90,
  "smiles": "NC(=O)C[C@H](N)C(=O)O",
  "de_lowest_kcal_mol": 35.3,
  "lumo_energy_ev": 0.54,
  "elements": ["N", "C", "O", "C", "C", "N", "C", "O", "O", "H", "H", "H", "H", "H", "H", "H", "H"],
  "coordinates": [[2.68169, -0.87306, 0.23723], [1.71938, 0.02261, 0.05644], [1.93682, 1.04743, -0.52512], [0.25037, -0.50797, 0.20718], [-0.74102, 0.36889, -0.44540], [-0.50216, 1.78714, -0.20019], [-2.09993, -0.07068, 0.00941], [-2.69857, 0.52701, 0.90511], [-2.48217, -1.01109, -0.77134], [3.69304, -0.52242, 0.24522], [2.40272, -1.67641, 0.67573], [0.25198, -1.67257, -0.00597], [-0.00414, -0.41645, 1.32074], [-0.78865, 0.11586, -1.50117], [-0.66884, 1.98779, 0.76048], [0.52694, 2.05533, -0.36016], [-3.47745, -1.16137, -0.60821]]
}

Entry 10:
{
  "formula": "C4H8N2O4",
  "method": "ωB97M-V/def2-TZVPD",
  "orbital_gap_ev": 8.6,
  "homo_ev": -8.59,
  "de_lowest_kcal_mol": 163.7,
  "lumo_energy_ev": 0.01,
  "elements": ["C", "C", "C", "C", "N", "N", "O", "O", "O", "O", "H", "H", "H", "H", "H", "H", "H", "H"],
  "coordinates": [[-1.45071, -1.35187, 0.56579], [-1.44066, -0.14735, -0.18721], [0.83930, 0.58510, 0.53184], [1.94954, 0.50035, -0.46662], [-3.65866, 0.59839, 0.06222], [-0.49699, 0.72869, 0.00323], [-0.72289, -2.34811, 0.38704], [-2.55902, 0.28497, -0.78703], [3.14788, 0.66050, 0.16051], [1.94019, -0.76801, -1.14255], [1.14425, 1.53141, 1.06234], [1.08291, -0.14665, 1.30462], [1.76230, 1.13947, -1.35148], [-3.47829, 1.56055, 0.35648], [-0.23224, -2.21517, -0.42962], [-3.63395, -0.04678, 0.86150], [3.83400, 0.99367, -0.39743], [1.97304, -1.55915, -0.53366]]
}

Entry 11:
{
  "formula": "C4H8N2O5",
  "method": "ωB97M-V/def2-TZVPD",
  "orbital_gap_ev": [8.7, 8.7],
  "homo_ev": [-9.85, -9.86],
  "smiles": "COCO/[N+]([O-])=C(/C)[N+](=O)[O-]",
  "de_lowest_kcal_mol": 212.2,
  "lumo_energy_ev": [-1.20, -1.20],
  "elements": ["C", "O", "C", "O", "N", "O", "C", "C", "N", "O", "O", "H", "H", "H", "H", "H", "H", "H", "H"],
  "coordinates": [[0.85171, 2.70365, 0.70767], [0.48869, 1.67608, -0.15889], [1.26573, 0.49884, -0.04317], [1.27341, -0.12208, 1.18954], [0.85638, -1.43516, 1.21461], [1.64227, -2.37459, 1.49359], [-0.34115, -1.70111, 0.83606], [-0.57952, -3.09651, 0.29611], [-1.31837, -0.67566, 0.92708], [-1.00470, 0.34904, 1.50963], [-2.39975, -0.90793, 0.44681], [1.72879, 2.44240, 1.20871], [0.11402, 2.81984, 1.37955], [1.01719, 3.51381, 0.02373], [2.33370, 0.53644, -0.53722], [0.69825, -0.17471, -0.64910], [-1.57750, -3.44723, 0.12299], [-0.22750, -3.29076, -0.74857], [0.07619, -3.77325, 0.81299]]
}

Entry 12:
{
  "formula": "C4H8N2O7",
  "method": "ωB97M-V/def2-TZVPD",
  "orbital_gap_ev": 8.2,
  "homo_ev": -7.87,
  "smiles": "NC(=O)O/C(O)=[N+](\\[O-])O.O=CCO",
  "de_lowest_kcal_mol": 34.3,
  "lumo_energy_ev": 0.29,
  "elements": ["N", "C", "O", "O", "C", "O", "N", "O", "O", "H", "H", "H", "H", "O", "C", "C", "O", "H", "H", "H", "H"],
  "coordinates": [[2.71318, -0.60986, 0.65002], [1.71724, -1.04156, -0.11143], [1.63252, -1.32715, -1.28964], [0.52297, -0.82627, 0.65331], [-0.63138, -1.25274, 0.12623], [-0.87146, -1.76187, -1.10378], [-1.67767, -0.94886, 0.88761], [-1.73506, -0.22408, 1.92090], [-2.91204, -1.28905, 0.41051], [3.65672, -0.64129, 0.26048], [2.63028, -0.76212, 1.65275], [-0.20014, -1.60135, -1.69466], [-3.09093, -0.74301, -0.42385], [-1.82541, 0.76065, -1.27920], [-0.66515, 0.99241, -1.04757], [-0.35192, 1.88061, 0.19767], [1.06040, 1.78099, 0.29780], [0.24287, 0.79695, -1.59355], [-0.97919, 1.27120, 0.86318], [-0.68406, 2.88926, 0.16895], [1.44827, 2.65714, 0.45427]]
}

| no. | energy (Eh) |
| --- | --- |
| 1 | -416.9342 |
| 2 | -416.9728 |
| 3 | -417.0422 |
| 4 | -417.0526 |
| 5 | -417.1689 |
| 6 | -417.2095 |
| 7 | -416.9962 |
| 8 | -416.9950 |
| 9 | -492.4468 |
| 10 | -567.4739 |
| 11 | -642.6094 |
| 12 | -793.2350 |